# 1
The following is a DFT calculation (ωB97M-V with the def2-TZVPD basis set) of C16H31NP2SZr as an isolated structure.

- HOMO (spin up / spin down) (eV) = -12.48 / -11.75
- lowest unoccupied orbital energy (spin up / spin down) (Eh) = -0.296 / -0.303
- total charge = +2
- energy relative to the best compared isomer or geometry (same formula, charge and spin) (eV) = 5.975
- energy (eV) = -49251.7495
- gap between HOMO and LUMO (spin up / spin down) (eV) = 4.416 / 3.509

Geometry (Å):
P 2.44 0.17 0.08
P -0.40 -0.27 -2.34
C 2.27 -0.32 -1.69
C 1.22 0.43 -2.55
H 2.10 -1.41 -1.71
H 3.25 -0.16 -2.16
H 1.21 1.51 -2.38
H 1.44 0.26 -3.62
C -0.52 -1.89 -3.10
H -1.46 -2.37 -2.81
H 0.31 -2.53 -2.78
H -0.51 -1.76 -4.18
C -1.68 0.78 -3.02
H -1.75 0.55 -4.09
H -1.43 1.84 -2.88
H -2.65 0.57 -2.54
C 4.04 -0.57 0.45
H 4.26 -0.49 1.53
H 4.82 -0.03 -0.11
H 4.06 -1.62 0.14
C 2.84 1.93 -0.14
H 2.10 2.50 -0.70
H 3.79 1.99 -0.71
H 3.01 2.43 0.82
Zr 0.77 0.39 3.38
C -2.96 0.13 -0.02
C -2.61 -1.18 0.04
C -1.19 -1.57 -0.25
C -0.08 -1.72 0.79
C 0.89 -0.45 0.88
C 0.22 0.87 1.10
C -0.80 1.52 0.26
C -2.26 1.27 0.65
C -1.10 1.18 4.07
H -3.89 0.45 -0.58
H -3.34 -1.95 0.33
H -0.81 -0.65 -0.83
H -1.17 -2.47 -0.88
H -0.47 -1.94 1.82
H 0.58 -2.58 0.58
H 1.49 -0.78 1.88
H 0.86 1.65 1.70
H -0.63 1.29 -0.81
H -0.60 2.62 0.28
H -2.37 1.25 1.74
H -2.77 2.20 0.35
H -1.97 0.74 3.54
H -1.07 2.25 3.83
H -1.43 1.13 5.13
S -0.51 -1.56 4.07
C -2.19 -1.71 3.78
N -3.35 -1.95 3.64

Atom charges from the Mulliken analysis, given in e for atoms 1 to 6: 0.7883 1.1162 -1.2984 -0.8111 0.5279 0.6591

***

# 2
The following is a DFT calculation (ωB97M-V with the def2-TZVPD basis set) of C15H29OSYb as an isolated structure.

- HOMO (spin up / spin down) (eV) = -15.01 / -15.05
- lowest unoccupied orbital energy (spin up / spin down) (Eh) = -0.298 / -0.298
- total charge = +2
- spin multiplicity = 2
- energy (eV) = -60419.5307
- gap between HOMO and LUMO (spin up / spin down) (eV) = 6.901 / 6.942

Geometry (Å):
C -2.32 -0.23 -0.56
H -2.81 0.76 -0.45
H -2.56 -0.73 -1.53
H -0.94 0.39 -1.13
C -2.79 -1.14 0.59
H -1.95 -1.82 0.91
H -2.99 -0.50 1.48
C -4.06 -2.14 0.58
H -4.11 -2.66 1.60
H -5.05 -1.63 0.44
H -3.97 -2.94 -0.19
C 2.43 -0.89 0.03
C 1.70 -2.10 0.37
C 0.82 -2.37 -0.69
C 0.92 -1.29 -1.62
C 1.95 -0.41 -1.20
C 2.42 0.80 -1.90
C 0.15 -1.16 -2.89
C -0.26 -3.40 -0.70
C 1.72 -2.72 1.72
C 3.45 -0.23 0.88
Yb 0.04 -0.38 0.50
H 0.17 -0.11 -3.23
H 0.55 -1.77 -3.76
H -0.91 -1.46 -2.74
H 1.69 1.16 -2.61
H 2.69 1.59 -1.20
H 3.32 0.58 -2.49
H 3.26 -0.32 1.97
H 4.45 -0.67 0.73
H 3.58 0.83 0.61
H 0.87 -3.42 1.86
H 2.61 -3.35 1.87
H 1.76 -1.99 2.55
H -1.17 -3.03 -1.18
H 0.03 -4.26 -1.30
H -0.47 -3.79 0.30
C -1.53 3.06 3.29
S -1.15 2.61 1.48
C 0.57 3.26 1.41
O -1.04 1.09 1.93
H -1.86 4.15 3.33
H -0.60 2.80 3.87
H -2.29 2.38 3.64
H 1.18 3.33 2.33
H 1.19 2.75 0.64
H 0.25 4.28 1.06

Atom charges from the Mulliken analysis, given in e for atoms 1 to 6: -0.3994 0.4859 0.5055 0.2653 -0.1375 0.1031

***

# 3
The following is a DFT calculation (ωB97M-V with the def2-TZVPD basis set) of C43H44BO3P2Tm as an isolated structure.

- HOMO (spin up / spin down) (eV) = -11.78 / -11.76
- lowest unoccupied orbital energy (spin up / spin down) (Eh) = -0.240 / -0.239
- total charge = +2
- spin multiplicity = 3
- energy (eV) = -100215.7228
- gap between HOMO and LUMO (spin up / spin down) (eV) = 5.260 / 5.266

Geometry (Å):
Tm 0.95 0.17 -1.61
P -0.81 2.06 -0.45
C -0.36 0.56 0.69
O -1.32 0.05 1.31
P -0.80 -1.97 -0.95
C -0.78 3.18 0.95
C -2.33 2.47 -1.33
C 0.62 2.50 -1.48
C 0.78 -2.82 -1.35
C -1.42 -2.81 0.55
C -1.96 -2.54 -2.22
C 0.32 4.02 1.16
C 0.37 4.73 2.36
C -0.67 4.66 3.28
C -1.79 3.85 3.03
C -1.83 3.08 1.86
H 1.12 4.08 0.43
H 1.26 5.33 2.55
H -0.63 5.24 4.20
H -2.61 3.79 3.74
H -2.65 2.38 1.69
C 1.95 2.22 -1.00
C 2.99 1.98 -1.92
C 2.78 2.29 -3.28
C 1.52 2.68 -3.73
C 0.42 2.73 -2.86
H 2.16 2.21 0.07
H 4.00 1.72 -1.55
H 3.64 2.30 -3.96
H 1.39 3.04 -4.75
H -0.55 3.08 -3.20
C -2.79 3.80 -1.16
C -3.83 4.30 -1.95
C -4.41 3.49 -2.93
C -3.96 2.18 -3.11
C -2.92 1.67 -2.32
H -2.32 4.44 -0.42
H -4.17 5.32 -1.79
H -5.21 3.89 -3.55
H -4.43 1.55 -3.87
H -2.57 0.65 -2.50
C -2.71 -3.37 0.61
C -3.11 -4.07 1.75
C -2.28 -4.17 2.86
C -1.01 -3.58 2.83
C -0.58 -2.92 1.67
H -3.38 -3.28 -0.25
H -4.10 -4.54 1.76
H -2.61 -4.71 3.76
H -0.35 -3.64 3.69
H 0.42 -2.50 1.63
C 1.68 -2.20 -2.27
C 3.02 -2.60 -2.27
C 3.41 -3.72 -1.53
C 2.48 -4.43 -0.76
C 1.16 -3.99 -0.69
H 1.32 -1.48 -3.06
H 3.76 -2.05 -2.87
H 4.45 -4.05 -1.55
H 2.79 -5.32 -0.22
H 0.43 -4.55 -0.10
C -1.68 -3.69 -2.96
C -2.62 -4.17 -3.87
C -3.82 -3.48 -4.08
C -4.08 -2.31 -3.36
C -3.18 -1.85 -2.41
H -0.72 -4.20 -2.82
H -2.40 -5.09 -4.43
H -4.55 -3.86 -4.80
H -5.01 -1.76 -3.54
H -3.41 -0.96 -1.81
H -0.67 0.46 -2.59
H -0.31 -0.21 -3.02
C 3.78 -1.35 2.87
C 2.49 -0.56 2.88
C 1.63 -1.07 4.03
O 1.76 -0.76 1.64
B 1.06 0.43 1.42
O 1.47 1.48 2.23
C 2.65 1.03 2.94
C 2.63 1.69 4.30
C 3.90 1.52 2.19
H 3.56 -2.42 2.85
H 4.35 -1.16 3.80
H 4.44 -1.10 2.02
H 1.43 -2.14 3.88
H 2.15 -0.96 4.99
H 0.67 -0.54 4.08
H 3.55 1.47 4.87
H 2.58 2.78 4.17
H 1.77 1.39 4.91
H 4.01 1.03 1.22
H 3.81 2.60 2.04
H 4.82 1.36 2.78

Atom charges from the Mulliken analysis, given in e for atoms 1 to 6: -0.8208 3.0622 0.2678 -0.6714 2.4729 -0.1449

***

# 4
The following is a DFT calculation (ωB97M-V with the def2-TZVPD basis set) of C19H42NOP3RhSe as an isolated structure.

- HOMO (spin up / spin down) (eV) = -15.66 / -16.35
- lowest unoccupied orbital energy (spin up / spin down) (Eh) = -0.304 / -0.448
- total charge = +3
- energy relative to the best compared isomer or geometry (same formula, charge and spin) (eV) = 0.000
- spin multiplicity = 5
- energy (eV) = -120114.9578
- gap between HOMO and LUMO (spin up / spin down) (eV) = 7.383 / 4.165

Geometry (Å):
Rh 0.04 0.01 -0.17
P 0.26 1.88 1.15
P -2.25 0.34 -0.36
P 2.30 -0.26 -0.47
H -1.41 -3.11 -7.88
C -0.61 -3.83 -7.70
C -0.73 -4.74 -6.70
H -1.68 -4.91 -6.19
C 0.28 3.47 0.25
C -1.04 2.15 2.41
C 1.76 2.00 2.18
C -2.91 -0.72 -1.68
C -3.23 -0.13 1.10
C -2.83 2.01 -0.85
C 2.55 -1.51 -1.75
C 3.10 -0.98 1.00
C 3.24 1.19 -1.05
H 0.26 -3.75 -8.35
H 0.09 -5.35 -6.36
H 0.33 4.29 0.97
H -0.62 3.61 -0.35
H 1.15 3.53 -0.40
H -0.75 2.99 3.05
H -1.15 1.27 3.05
H -2.01 2.39 1.97
H 1.69 2.91 2.79
H 2.67 2.06 1.58
H 1.84 1.15 2.87
H -4.00 -0.66 -1.68
H -2.61 -1.75 -1.48
H -2.54 -0.41 -2.66
H -4.27 0.16 0.94
H -2.85 0.34 2.01
H -3.16 -1.22 1.21
H -3.93 2.00 -0.88
H -2.46 2.25 -1.85
H -2.52 2.80 -0.16
H 3.61 -1.75 -1.79
H 2.20 -1.13 -2.71
H 1.97 -2.39 -1.47
H 4.09 -1.36 0.72
H 2.48 -1.83 1.34
H 3.21 -0.27 1.82
H 4.29 0.92 -1.13
H 3.16 2.06 -0.39
H 2.87 1.48 -2.04
C 0.13 0.25 -4.26
C -0.19 -1.12 -4.23
C -0.15 -1.81 -5.46
C 0.24 -1.16 -6.65
C 0.60 0.21 -6.62
C 0.55 0.89 -5.44
Se 0.06 1.60 -2.90
H -0.44 0.46 -1.98
H -0.48 -1.68 -3.31
H -0.45 -2.87 -5.52
H 0.26 -1.73 -7.59
H 0.91 0.72 -7.53
H 0.80 1.95 -5.38
C 0.52 -1.37 3.72
C -0.23 -2.11 2.65
N -0.94 -3.18 3.03
O -0.28 -1.81 1.42
H 0.53 -1.97 4.64
H 0.05 -0.40 3.94
H 1.55 -1.19 3.41
H -1.42 -3.71 2.31
H -0.94 -3.48 4.00

Atom charges from the Mulliken analysis, given in e for atoms 1 to 6: -0.1745 1.2557 1.1299 1.0052 0.4633 -0.7497

***

# 5
The following is a DFT calculation (ωB97M-V with the def2-TZVPD basis set) of C32H85ClN9O17 as an isolated structure.

- HOMO (eV) = -5.07
- lowest unoccupied orbital energy (Eh) = 0.081
- total charge = -1
- energy relative to the best compared isomer or geometry (same formula, charge and spin) (eV) = 36.838
- energy (eV) = -95253.3928
- gap between HOMO and LUMO (eV) = 7.273

Geometry (Å):
Cl -0.34 -1.09 0.45
O 0.16 -0.69 -0.78
O -0.63 -2.45 0.44
O 0.61 -0.96 1.59
O -1.52 -0.36 0.73
C -3.24 -2.50 -3.74
O -3.25 -3.62 -2.81
C -2.72 -3.52 -1.49
C -3.51 -2.65 -0.54
N -3.61 -1.26 -0.96
C -4.10 -0.31 0.06
C -4.53 1.03 -0.45
O -3.43 1.82 -1.06
C -3.84 3.11 -1.49
H -3.72 -1.58 -3.40
H -3.81 -2.75 -4.64
H -2.23 -2.32 -4.11
H -1.71 -3.11 -1.59
H -2.81 -4.45 -0.93
H -2.92 -2.56 0.37
H -4.53 -2.99 -0.37
H -2.85 -0.86 -1.49
H -3.35 -0.03 0.79
H -4.99 -0.59 0.62
H -4.98 1.54 0.40
H -5.35 0.89 -1.15
H -3.91 3.89 -0.73
H -4.75 3.25 -2.08
H -3.00 3.38 -2.13
C 0.33 6.75 6.26
O 1.03 5.48 5.93
C 0.74 5.15 4.57
C 1.14 3.68 4.34
N 0.93 3.40 2.93
C 1.42 1.99 2.67
C 2.95 1.86 2.76
O 3.27 0.91 1.83
C 3.10 -0.46 2.10
H 0.47 7.61 5.62
H 0.57 6.99 7.30
H -0.71 6.51 6.50
H 1.08 5.86 3.81
H -0.35 5.19 4.58
H 0.51 3.09 5.01
H 2.21 3.62 4.53
H -0.06 3.21 2.85
H 1.11 1.52 1.74
H 0.99 1.36 3.45
H 3.40 1.47 3.67
H 3.40 2.81 2.49
H 3.69 -0.83 2.94
H 3.17 -1.01 1.16
H 2.10 -0.70 2.45
C 2.04 -8.11 -2.61
O 1.29 -7.04 -3.17
C 1.23 -6.95 -4.63
C 0.55 -5.61 -5.06
N 1.38 -4.52 -4.63
C 0.79 -3.24 -4.98
C -0.11 -2.92 -3.76
O 0.65 -2.90 -2.55
C 0.00 -2.65 -1.32
H 2.15 -8.92 -3.33
H 1.85 -8.52 -1.62
H 3.06 -7.75 -2.51
H 0.68 -7.81 -5.00
H 2.25 -7.02 -5.00
H -0.42 -5.69 -4.57
H 0.38 -5.57 -6.14
H 1.49 -4.66 -3.64
H 0.19 -3.32 -5.89
H 1.52 -2.44 -5.07
H -1.05 -3.48 -3.79
H -0.39 -1.86 -3.74
H 0.64 -2.49 -0.46
H -0.69 -3.46 -1.08
H -0.74 -1.85 -1.39
C -3.15 1.66 7.87
O -2.33 1.40 6.75
C -2.08 -0.02 6.57
C -1.93 -0.41 5.12
N -0.73 0.15 4.41
C -0.76 0.13 2.93
C -1.63 1.27 2.40
O -1.05 2.59 2.74
C -1.65 3.70 2.19
H -4.10 1.14 7.80
H -3.43 2.72 7.85
H -2.53 1.38 8.72
H -2.96 -0.56 6.91
H -1.19 -0.36 7.09
H -2.79 0.04 4.64
H -2.07 -1.48 5.06
H -0.67 1.07 4.82
H -1.23 -0.81 2.63
H 0.26 0.19 2.55
H -2.67 1.26 2.72
H -1.44 1.08 1.35
H -1.26 4.69 2.41
H -2.73 3.64 2.35
H -1.57 3.52 1.12
C 2.63 0.58 0.35
O 2.64 0.43 -1.11
C 1.40 0.73 -1.74
C 1.88 0.24 -3.11
N 3.11 0.73 -3.67
C 2.82 2.08 -4.34
C 3.92 2.44 -5.36
O 3.51 3.58 -6.08
C 4.06 3.85 -7.35
H 3.62 0.28 0.67
H 1.86 0.02 0.88
H 2.48 1.61 0.69
H 1.09 1.75 -1.48
H 0.65 0.02 -1.40
H 1.06 0.23 -3.83
H 2.02 -0.85 -3.07
H 3.57 0.87 -2.78
H 3.01 2.79 -3.53
H 1.82 2.18 -4.77
H 3.87 1.53 -5.96
H 4.88 2.57 -4.86
H 5.13 4.00 -7.25
H 3.61 4.78 -7.72
H 3.92 3.04 -8.05
C 3.06 -2.71 0.75
O 4.23 -2.90 0.60
N 2.34 -3.08 1.76
N 2.41 -1.95 -0.04
H 1.34 -3.05 1.81
H 2.95 -3.44 2.49
H 2.93 -1.76 -0.88
H 1.42 -1.75 0.02
C -0.72 2.64 -0.09
O -1.03 3.76 -0.38
N -1.57 1.65 -0.27
N 0.46 2.30 0.19
H -2.55 1.85 -0.42
H -1.19 0.84 0.19
H 0.74 1.36 0.43
H 1.19 2.97 0.35
O -1.85 0.20 -2.25
H -1.07 0.00 -1.73
H -2.41 0.69 -1.65

Atom charges from the Mulliken analysis, given in e for atoms 1 to 6: 1.9941 -0.2009 -0.6420 -0.3321 -0.6335 -0.1631

***

# 6
The following is a DFT calculation (ωB97M-V with the def2-TZVPD basis set) of a 2-piece molecular cluster, C6H14N2 overall.

- HOMO (eV) = -8.84
- SMILES = C/C=N\N.C=C(C)C
- lowest unoccupied orbital energy (Eh) = 0.035
- total charge = 0
- energy relative to the best compared isomer or geometry (same formula, charge and spin) (eV) = 3.101
- energy (eV) = -9426.3835
- gap between HOMO and LUMO (eV) = 9.801

Geometry (Å):
C -2.54 0.91 -0.77
C -2.32 0.50 0.72
N -1.68 -0.49 1.24
N -1.00 -1.39 0.38
H -3.18 1.78 -0.81
H -2.81 0.12 -1.47
H -1.74 1.45 -1.33
H -2.89 1.06 1.46
H -0.42 -0.85 -0.23
H -0.46 -2.08 0.99
C 1.17 1.05 -0.97
C 1.54 0.10 -0.07
C 1.50 0.17 1.41
C 2.02 -1.19 -0.66
H 1.01 2.05 -0.65
H 1.10 0.76 -2.01
H 0.99 -0.69 1.64
H 0.87 1.02 1.62
H 2.44 0.31 1.96
H 2.47 -1.79 0.03
H 1.18 -1.82 -1.08
H 2.74 -0.99 -1.40

Atom charges from the Mulliken analysis, given in e for atoms 1 to 6: -1.0112 0.0418 -0.4073 -0.4952 0.3570 0.3224